13
Properties=species:S:1:pos:R:3 method="wB97M-V/def2-TZVPD" mol_weight_da=98.1 gap_ev=10.44 total_charge=0 e_lumo_ev=0.89 total_energy_ev=-9271.7055 smiles="O=C1NC[C@H]2CN12" e_homo_ev=-9.55
O -2.46 -0.04 1.05
C -1.41 0.07 0.46
N -0.82 1.24 0.05
C 0.61 1.04 -0.12
C 0.55 -0.36 -0.72
C 0.68 -1.56 0.14
N -0.63 -0.98 -0.12
H -1.27 2.12 0.20
H 1.11 1.06 0.86
H 1.07 1.79 -0.77
H 0.60 -0.42 -1.80
H 0.77 -2.51 -0.36
H 1.20 -1.50 1.09